Entry 1:
{"formula": "C33H32F5N4O2", "method": "ωB97M-V/def2-TZVPD", "total_charge": 1, "gap_ev": 5.33, "spin_multiplicity": 1, "symbols": ["C", "O", "C", "C", "C", "C", "N", "C", "N", "C", "C", "C", "C", "C", "H", "H", "H", "H", "H", "H", "H", "H", "H", "H", "H", "H", "C", "N", "C", "O", "C", "C", "C", "C", "F", "C", "F", "C", "F", "C", "F", "C", "F", "N", "C", "C", "C", "C", "C", "C", "C", "C", "C", "C", "C", "C", "H", "H", "H", "H", "H", "H", "H", "H", "H", "H", "H", "H", "H", "H", "H", "H", "H", "H", "H", "H"], "xyz": [[8.15463, -4.64803, 1.27293], [7.35995, -3.52525, 1.56909], [5.98351, -3.77129, 1.68748], [5.16612, -2.69375, 2.03652], [3.80435, -2.83589, 2.13831], [3.20781, -4.05976, 1.88824], [1.76470, -4.18684, 1.87468], [0.85805, -3.30934, 1.41188], [-0.35781, -3.85681, 1.46393], [-1.64247, -3.24531, 1.13905], [-0.23608, -5.17327, 1.95272], [1.06969, -5.36983, 2.23452], [4.00775, -5.14366, 1.56422], [5.37228, -5.00783, 1.46423], [9.19843, -4.33346, 1.29730], [8.00117, -5.42088, 2.02642], [7.92094, -5.02254, 0.27536], [5.63203, -1.73992, 2.20351], [3.18723, -1.99595, 2.40109], [-1.48305, -2.30318, 0.62468], [-2.21275, -3.91196, 0.49939], [-2.20965, -3.05516, 2.04579], [-1.04601, -5.87786, 2.04868], [1.51532, -6.26159, 2.64423], [3.54174, -6.09421, 1.36849], [5.96267, -5.85940, 1.17519], [-2.14750, 6.11877, -1.24447], [-1.99881, 4.75612, -0.76675], [-2.23292, 4.46345, 0.55667], [-2.51238, 5.26040, 1.42483], [-2.08610, 2.95870, 0.70385], [-3.44551, 2.31482, 0.98187], [-4.09427, 2.81538, 2.22149], [-5.10451, 3.76590, 2.14506], [-5.55886, 4.17047, 0.94342], [-5.70047, 4.24345, 3.30374], [-6.69256, 5.14539, 3.22549], [-5.29945, 3.75823, 4.53979], [-5.90300, 4.19068, 5.66031], [-4.29971, 2.79960, 4.61720], [-3.94496, 2.29256, 5.80933], [-3.69461, 2.33238, 3.45881], [-2.74454, 1.38099, 3.52906], [-1.49041, 2.46626, -0.57889], [-0.98244, 1.21117, -0.75224], [-0.42400, 0.75172, -1.92548], [0.10323, -0.51436, -2.08715], [0.68897, -0.99960, -3.29170], [1.09135, -2.34649, -3.38207], [1.64554, -2.84157, -4.53714], [1.83172, -2.01900, -5.63267], [1.45615, -0.68932, -5.57041], [0.89137, -0.18319, -4.42463], [-1.45105, 3.61197, -1.55626], [-2.34119, 3.34270, -2.76208], [-0.01253, 3.95261, -1.92492], [-2.67734, 6.69682, -0.48972], [-1.17527, 6.57445, -1.41309], [-2.72240, 6.13901, -2.16726], [-1.39428, 2.74898, 1.53184], [-4.11002, 2.51773, 0.13660], [-3.34532, 1.22696, 1.04011], [-1.02004, 0.55126, 0.09619], [-0.40871, 1.40542, -2.77549], [0.07035, -1.18713, -1.24780], [0.95063, -2.98836, -2.52949], [1.93694, -3.87717, -4.58778], [2.26925, -2.41248, -6.53436], [1.60772, -0.04686, -6.42304], [0.61655, 0.85643, -4.39670], [-3.36981, 3.18260, -2.44428], [-2.32883, 4.19141, -3.44167], [-2.02288, 2.46553, -3.31891], [0.54191, 4.21280, -1.02381], [0.50281, 3.12678, -2.40750], [0.01167, 4.80861, -2.59584]], "atomic_forces_ev_per_a": [[0.194, -0.112, -0.014], [-1.844, 0.111, 0.299], [0.683, 0.101, -0.129], [0.757, -0.118, -0.152], [-0.346, -0.014, 0.024], [-0.618, 0.066, -0.281], [-1.108, -1.728, 0.528], [0.707, 3.007, -1.051], [0.407, -1.799, 0.603], [0.507, -0.139, 0.101], [0.294, 0.142, 0.166], [-0.062, 0.091, -0.292], [-0.827, 0.167, 0.109], [1.000, 0.260, -0.032], [-0.171, 0.087, 0.016], [0.079, -0.191, -0.060], [0.040, -0.190, -0.027], [0.099, 0.251, 0.107], [-0.143, 0.193, 0.019], [0.183, 0.022, -0.026], [-0.055, -0.065, -0.087], [-0.046, 0.012, 0.110], [-0.091, 0.177, 0.065], [0.185, 0.156, -0.028], [0.011, -0.222, -0.124], [0.050, -0.174, 0.009], [0.209, -0.159, -0.337], [-0.226, -1.193, 0.927], [0.486, 0.387, -1.070], [-0.027, -0.628, -0.235], [0.529, -0.809, 0.589], [-0.291, -0.461, -0.703], [0.065, 0.039, -0.025], [-0.125, -0.244, 0.460], [0.299, 0.018, 0.494], [-0.546, 0.441, -0.341], [0.495, -0.431, 0.101], [-0.247, 0.181, 0.480], [0.426, -0.270, -0.748], [0.329, -0.487, 0.518], [-0.157, 0.312, -0.505], [-0.500, 0.403, 0.137], [-0.196, 0.305, -0.022], [0.353, -0.879, 0.434], [-1.206, 2.935, 0.642], [0.610, -0.805, -1.166], [-0.511, 0.996, 0.397], [0.386, -0.296, -0.798], [-0.277, 0.450, 0.401], [0.105, -0.304, -0.089], [0.008, -0.128, 0.029], [-0.048, 0.304, -0.101], [-0.104, -0.088, 0.365], [-0.074, 0.758, -0.162], [-0.131, -0.128, 0.043], [0.181, -0.117, 0.082], [0.051, -0.184, 0.048], [0.088, 0.149, -0.047], [-0.031, 0.011, -0.070], [-0.137, 0.010, -0.186], [0.119, -0.011, 0.011], [0.169, 0.067, 0.002], [-0.152, -0.042, 0.456], [-0.013, 0.095, -0.086], [0.068, -0.337, 0.353], [-0.001, -0.159, 0.225], [0.051, -0.152, 0.007], [0.082, -0.072, -0.149], [0.011, 0.081, -0.082], [-0.039, 0.215, -0.040], [-0.044, -0.007, 0.060], [0.080, 0.071, 0.002], [0.037, 0.003, -0.054], [0.015, 0.004, 0.026], [0.018, 0.055, -0.083], [-0.071, 0.009, -0.047]]}

***

Entry 2:
{"formula": "C3H8NOS", "method": "ωB97M-V/def2-TZVPD", "total_charge": -1, "de_lowest_ev": 2.9385, "gap_ev": 5.85, "spin_multiplicity": 1, "symbols": ["O", "C", "N", "C", "C", "S", "H", "H", "H", "H", "H", "H", "H", "H"], "xyz": [[2.39648, 0.18266, 0.70046], [1.72614, 1.11456, -0.00220], [0.15220, 1.26481, -0.01733], [-0.23377, -0.13067, -0.33395], [-1.26995, -0.71802, 0.56836], [-2.20821, -2.11651, -0.27050], [1.78628, 0.89138, -1.07569], [2.19393, 2.18521, 0.21843], [-0.11813, 1.39902, 1.02788], [0.57723, -0.85184, -0.38390], [-0.57071, -0.13474, -1.39064], [-1.87538, 0.12442, 0.87135], [-0.95430, -1.35659, 1.42364], [-1.60181, -1.85371, -1.33591]], "atomic_forces_ev_per_a": [[-1.645, 0.716, -0.007], [1.959, 0.985, 0.280], [0.763, -1.260, 3.300], [0.026, -0.241, -1.267], [-0.798, -1.353, 0.573], [-1.189, 0.369, 2.125], [0.514, 0.436, -0.710], [-1.243, -1.245, -0.532], [0.616, -0.229, -2.004], [0.725, 0.296, 0.454], [-0.500, 0.158, 0.360], [-0.855, -0.272, 0.304], [0.583, 1.442, -0.213], [1.046, 0.200, -2.663]]}

***

Entry 3:
{"formula": "C4H6P2", "method": "ωB97M-V/def2-TZVPD", "de_lowest_ev": 2.5599, "gap_ev": [5.79, 6.95], "spin_multiplicity": 1, "symbols": ["C", "P", "C", "P", "C", "C", "H", "H", "H", "H", "H", "H"], "xyz": [[2.46613, 1.30316, -0.11773], [1.85760, -0.53056, -0.10521], [-0.02880, -0.01030, -0.08828], [-1.14487, 1.40370, 0.23476], [-1.36053, -0.29996, -0.00702], [-2.26099, -1.47301, 0.09134], [2.54265, 1.65035, -1.11698], [1.75136, 1.55057, 0.73375], [3.47772, 1.48712, 0.26753], [-2.19538, -1.86502, -0.92234], [-3.22950, -1.10317, 0.23897], [-1.87541, -2.11287, 0.79121]], "atomic_forces_ev_per_a": [[-0.199, -1.991, 2.649], [-3.142, 1.403, -0.420], [3.730, -0.433, 0.136], [0.004, -1.092, -0.522], [0.525, 0.805, 1.001], [0.751, 2.342, -2.884], [-1.153, 0.973, -0.726], [0.731, 1.236, -1.811], [-0.140, -0.682, 0.250], [-0.209, -0.721, 0.036], [-1.524, -0.009, 0.577], [0.626, -1.832, 1.714]]}

***

Entry 4:
{"formula": "CHNO4", "method": "ωB97M-V/def2-TZVPD", "de_lowest_ev": 2.5931, "gap_ev": [9.65, 8.61], "spin_multiplicity": 1, "symbols": ["C", "N", "O", "O", "O", "O", "H"], "xyz": [[-1.85764, 1.25755, -0.41107], [2.66380, -0.33209, 0.39997], [-2.35764, 1.37564, -1.45701], [-1.27653, 0.96300, 0.54295], [0.38375, -1.20889, 0.30514], [1.58880, -0.02976, 0.65568], [0.85546, -2.02545, -0.03566]], "atomic_forces_ev_per_a": [[0.362, -1.304, -1.170], [-2.260, 1.197, 0.782], [-0.170, 0.631, 0.604], [-0.270, 0.813, 0.615], [-1.143, -2.000, -0.650], [3.695, -0.641, -0.695], [-0.214, 1.306, 0.513]]}